1.
Entry from OMol25: a molecular structure, C16H25IN5RhS (the ωB97M-V functional and the def2-TZVPD basis).

```
! RIJCOSX wB97M-V def2-TZVPD def2/J DEFGRID3
* xyz 2 1
Rh 0.8799 0.2105 0.2910
N 1.0440 0.7108 2.3140
C 1.1468 2.1657 2.5903
C 0.3718 2.8637 1.5102
N 0.8719 2.4110 0.1998
C 2.1797 3.0050 -0.1980
C 3.3632 2.0968 0.1281
N 3.0313 0.7780 -0.4161
H 1.7980 0.1876 2.7512
H 0.1843 0.3572 2.7200
H 0.7456 2.4231 3.5704
H 2.1940 2.4544 2.5885
H -0.6814 2.5873 1.5733
H 0.4439 3.9484 1.6191
H 0.1683 2.6554 -0.4909
H 2.1518 3.1869 -1.2726
H 2.3157 3.9679 0.2986
H 4.2686 2.5203 -0.3105
H 3.5353 2.0020 1.1973
H 3.0192 0.8382 -1.4279
H 3.7080 0.0600 -0.1730
I 0.7558 -0.5849 -2.2883
C -1.2386 0.0033 -2.3495
C -1.8876 0.0791 -3.5396
C -3.2660 0.3994 -3.5288
C -3.9099 0.5851 -2.3449
C -3.2314 0.4747 -1.1018
C -3.9363 0.5781 0.1214
C -3.2912 0.4019 1.3036
C -1.8917 0.1763 1.3178
C -1.1448 0.1175 0.1675
C -1.8347 0.2090 -1.0848
H -1.3758 -0.1026 -4.4750
H -3.7998 0.4726 -4.4662
H -4.9689 0.8097 -2.3313
H -5.0034 0.7593 0.0965
H -3.8384 0.4327 2.2367
H -1.4297 0.0419 2.2861
C 1.0156 -5.5790 -0.2258
N 1.5923 -4.3451 0.3038
C 0.9466 -3.1983 0.3914
N -0.3173 -3.1142 0.0018
S 1.7712 -1.8181 1.0579
H 1.8093 -6.3122 -0.3241
H 0.5873 -5.4045 -1.2131
H 0.2559 -5.9800 0.4467
H 2.5345 -4.3699 0.6597
H -0.8350 -3.9224 -0.3052
H -0.8078 -2.2396 0.1249
*
```

For the molar mass, the calculation gives 549.3 g/mol. The value obtained for the frontier orbital gap is 7.3 eV. For the max |F|, the calculation gives 2.40 eV Å⁻¹. For the energy above the lowest of the compared OMol25 structures with the same formula, charge and spin, the calculation gives 94.66 kJ/mol.

=====

2.
Entry from OMol25: 2 unconnected molecules or ions with the total composition C6H8N2O2 (the ωB97M-V functional and the def2-TZVPD basis).

```
! RIJCOSX wB97M-V def2-TZVPD def2/J DEFGRID3
* xyz 0 1
C 3.1171 0.4206 1.4433
C 2.4275 0.1182 0.3194
C -1.7898 -0.0984 0.5534
C -1.6297 1.2344 -0.0045
C -0.5821 1.5837 -0.7803
C 0.2018 -0.6961 -0.7171
H 3.4172 -0.4214 2.0064
H 3.4553 1.3843 1.9394
H 2.5218 -0.9182 -0.0161
H 2.0830 0.9400 -0.4404
H -1.1179 -1.8977 0.4219
H -2.3832 1.8773 0.3613
H -0.3495 2.6156 -1.1375
H 0.9254 0.6243 -1.9088
N -0.8759 -0.9808 0.1271
N 0.3125 0.5766 -1.1201
O -2.7437 -0.5071 1.2141
O 0.8590 -1.5866 -1.1092
*
```

For the molar mass, the calculation gives 140.1 g/mol. The value obtained for the frontier orbital gap is 9.9 eV. For the max |F|, the calculation gives 3.87 eV Å⁻¹. For the energy above the lowest of the compared OMol25 structures with the same formula, charge and spin, the calculation gives 193.61 kJ/mol. As for the SMILES: O=c1cc[nH]c(=O)[nH]1.C=C.

=====

3.
Entry from OMol25: 3 unconnected molecules or ions with the total composition C20H39N4O10S (the ωB97M-V functional and the def2-TZVPD basis).

```
! RIJCOSX wB97M-V def2-TZVPD def2/J DEFGRID3
* xyz 1 1
C -1.2422 -6.0934 2.3538
S -1.6323 -6.2941 0.6512
O -2.1353 -7.5993 0.4081
O -0.6385 -5.7100 -0.1765
N -3.0509 -5.2380 0.4260
C -2.8713 -4.0143 -0.0980
C -3.9538 -3.1954 -0.2633
C -5.2206 -3.6368 0.1137
C -6.3676 -2.6602 -0.0760
O -6.6503 -2.2824 -1.1742
O -6.9739 -2.2256 1.0421
C -5.3879 -4.9339 0.6282
C -6.7143 -5.5260 1.0295
O -7.7076 -4.9498 0.2245
N -9.0802 -5.3019 0.7948
O -9.5966 -4.3644 1.1725
C -4.2632 -5.7092 0.7692
H -2.0254 -5.5167 2.8434
H -1.1995 -7.0833 2.7966
H -0.3131 -5.5353 2.4179
H -1.8563 -3.7481 -0.3572
H -3.8118 -2.2117 -0.6877
H -6.4480 -2.4158 1.8281
H -6.6714 -6.6093 0.8705
H -6.8863 -5.3769 2.1024
H -4.3066 -6.7254 1.1351
C 2.9190 0.9339 -1.5474
O 1.5999 0.4125 -1.5756
C 1.3950 -0.6373 -2.5069
C 1.1498 -1.9485 -1.7928
N 2.3521 -2.4236 -1.1268
C 2.1476 -3.5467 -0.2234
C 1.2551 -3.3256 0.9926
O 1.7771 -2.4541 1.9660
C 1.5680 -1.0698 1.7384
H 2.9061 1.8243 -0.9224
H 3.6324 0.2219 -1.1183
H 3.2532 1.2142 -2.5496
H 2.2384 -0.7222 -3.1974
H 0.5049 -0.3874 -3.0920
H 0.8315 -2.7006 -2.5223
H 0.3143 -1.7812 -1.0928
H 2.7681 -1.6591 -0.6106
H 3.1279 -3.8547 0.1465
H 1.7483 -4.3863 -0.8009
H 1.1565 -4.2937 1.4942
H 0.2389 -3.0107 0.7052
H 0.6243 -0.8852 1.2168
H 2.3836 -0.6208 1.1675
H 1.5340 -0.5821 2.7115
C 3.6560 8.7815 1.5398
O 2.4660 8.0709 1.2607
C 1.8153 8.4539 0.0562
C 1.8873 7.3529 -0.9778
N 3.2473 7.1726 -1.4652
C 3.4508 5.9876 -2.2899
C 3.2204 4.6210 -1.6570
O 4.1552 4.2660 -0.6562
C 3.8781 4.7542 0.6435
H 3.9630 8.5121 2.5486
H 4.4661 8.5237 0.8485
H 3.4919 9.8621 1.4996
H 2.2373 9.3840 -0.3349
H 0.7645 8.6357 0.2979
H 1.2420 7.6160 -1.8214
H 1.4789 6.4430 -0.5152
H 3.8754 7.1293 -0.6732
H 4.4841 6.0144 -2.6439
H 2.8112 6.0694 -3.1745
H 3.3438 3.8755 -2.4471
H 2.1968 4.5064 -1.2771
H 2.8024 4.8275 0.8262
H 4.3367 5.7302 0.8220
H 4.3084 4.0501 1.3558
*
```

For the molar mass, the calculation gives 527.6 g/mol. The value obtained for the frontier orbital gap is 4.7 eV. For the max |F|, the calculation gives 1.25 eV Å⁻¹.

=====

| no. | total energy (eV) | HOMO energy (eV) |
| --- | --- | --- |
| 1 | -46380.24767 | -13.7 |
| 2 | -13425.36666 | -9.5 |
| 3 | -58629.42125 | -9.9 |